1.
6
Properties=species:S:1:pos:R:3:forces:R:3 method="wB97M-V/def2-TZVPD" homo_ev=-10.88 charge=0 e_lumo_ha=0.0256 orbital_gap_ev=11.58 smiles=O.O
H -0.9052 -0.1552 -1.7199 0.928 0.121 0.570
H -0.2207 -1.3014 -1.0121 0.363 0.643 0.034
H 0.1225 0.3074 0.6041 0.204 0.227 0.244
H 0.8936 1.0806 1.7442 -0.432 -0.435 -0.357
O -0.0987 -0.3450 -1.1841 -1.287 -0.796 -0.638
O 0.2086 0.4136 1.5678 0.223 0.239 0.147

---

2.
55
Properties=species:S:1:pos:R:3:forces:R:3 method="wB97M-V/def2-TZVPD" homo_ev=-7.68 charge=0 e_lumo_ha=-0.0023 orbital_gap_ev=7.62 smiles="CCN(CC)C(=O)c1ccc(-c2nnc(Nc3ccc(O)cc3)c3ccccc23)cc1"
C 7.4860 1.0052 -1.6833 -0.057 -0.169 0.200
H 8.5553 0.9921 -1.8759 0.127 0.056 -0.058
H 7.1947 2.0177 -1.4105 -0.003 0.114 -0.006
H 6.9642 0.7257 -2.5948 -0.033 -0.017 -0.099
C 7.1456 0.0168 -0.5715 0.194 -0.086 -0.287
N 5.7226 -0.0035 -0.2878 0.129 0.041 -0.067
C 4.9650 -0.9802 -0.8419 -0.047 0.144 0.089
O 5.4274 -1.8338 -1.5756 0.004 -0.261 -0.196
C 3.5043 -0.9501 -0.5027 -0.245 -0.159 -0.135
C 2.9938 -1.8221 0.4517 0.120 0.072 -0.109
C 1.6433 -1.8263 0.7399 -0.085 0.128 -0.017
C 0.7771 -0.9590 0.0781 0.414 -0.038 -0.039
C 1.2848 -0.1208 -0.9127 -0.049 -0.105 0.077
C 2.6365 -0.1169 -1.1994 0.166 -0.060 0.035
H 3.0231 0.5302 -1.9742 0.039 0.059 -0.069
H 0.6153 0.5098 -1.4804 -0.047 0.058 -0.019
C -0.6555 -0.9848 0.3913 -0.514 0.068 0.164
N -1.1819 -2.1675 0.5906 1.337 0.203 -0.205
N -2.4714 -2.3361 0.7378 -1.533 -0.075 -0.034
C -3.3083 -1.3172 0.6605 0.627 0.031 0.115
N -4.6296 -1.6613 0.7243 -0.108 -0.392 0.487
C -5.7104 -1.0655 0.0712 -0.325 0.221 -0.326
C -5.5511 -0.2201 -1.0235 0.005 -0.241 0.139
C -6.6534 0.3430 -1.6376 -0.256 0.033 0.028
C -7.9356 0.0611 -1.1826 0.354 -0.105 0.097
C -8.1009 -0.8048 -0.1052 -0.140 0.192 -0.314
C -7.0008 -1.3610 0.5111 0.237 0.115 -0.076
H -7.1336 -2.0334 1.3455 -0.015 -0.043 0.125
H -9.0999 -1.0279 0.2329 -0.124 -0.044 0.055
O -9.0467 0.5959 -1.7590 -0.229 0.106 -0.109
H -8.7923 1.1600 -2.4989 -0.009 -0.084 0.109
H -6.5149 0.9991 -2.4867 0.010 0.060 -0.075
H -4.5634 -0.0064 -1.4022 0.060 0.012 -0.046
H -4.7621 -2.6277 0.9956 0.114 0.096 -0.093
C -2.8378 0.0386 0.6689 0.494 -0.116 -0.017
C -3.6442 1.1571 0.9419 -0.063 0.157 0.070
C -3.0845 2.4048 1.0264 -0.244 -0.119 0.001
C -1.7042 2.5771 0.8724 0.237 -0.072 -0.041
C -0.8908 1.4982 0.6471 0.019 0.218 -0.039
C -1.4386 0.2086 0.5274 -0.479 -0.382 -0.006
H 0.1796 1.6226 0.5858 0.033 0.044 -0.017
H -1.2795 3.5667 0.9573 0.058 0.053 0.028
H -3.7076 3.2617 1.2357 -0.067 0.044 0.030
H -4.7013 1.0233 1.1096 -0.049 0.042 -0.001
H 1.2371 -2.4997 1.4783 -0.029 -0.068 0.066
H 3.6608 -2.5023 0.9613 0.058 -0.063 0.057
C 5.2128 0.9773 0.6455 -0.205 0.042 0.430
C 5.2570 0.4781 2.0896 0.010 0.158 -0.238
H 4.5996 -0.3788 2.2110 -0.052 -0.067 0.037
H 4.9316 1.2653 2.7648 -0.028 0.064 0.139
H 6.2670 0.1819 2.3626 0.104 -0.033 0.062
H 5.8206 1.8808 0.5490 -0.091 -0.015 -0.072
H 4.1837 1.2300 0.3810 0.184 0.094 0.020
H 7.6859 0.2702 0.3446 -0.043 -0.054 0.000
H 7.4255 -0.9917 -0.8847 0.032 0.144 0.147